{"formula": "C42H99CuN4O20P4", "method": "ωB97M-V/def2-TZVPD", "homo_lumo_gap_ev": 5.21, "total_energy_ev": -173867.617, "e_homo_ev": -5.126, "elements": ["Cu", "C", "C", "C", "C", "C", "C", "N", "O", "C", "C", "C", "H", "H", "H", "H", "H", "H", "H", "H", "H", "H", "H", "H", "H", "H", "H", "H", "H", "H", "C", "O", "N", "C", "C", "H", "H", "H", "H", "H", "H", "H", "C", "O", "N", "C", "C", "H", "H", "H", "H", "H", "H", "H", "C", "O", "N", "C", "C", "H", "H", "H", "H", "H", "H", "H", "C", "C", "O", "P", "O", "O", "C", "C", "O", "C", "C", "H", "H", "H", "H", "H", "H", "H", "H", "H", "H", "H", "H", "H", "H", "H", "C", "C", "O", "P", "O", "O", "C", "C", "O", "C", "C", "H", "H", "H", "H", "H", "H", "H", "H", "H", "H", "H", "H", "H", "H", "H", "C", "C", "O", "P", "O", "O", "C", "C", "O", "C", "C", "H", "H", "H", "H", "H", "H", "H", "H", "H", "H", "H", "H", "H", "H", "H", "C", "C", "O", "P", "O", "O", "C", "C", "O", "C", "C", "H", "H", "H", "H", "H", "H", "H", "H", "H", "H", "H", "H", "H", "H", "H"], "positions_angstrom": [[0.53309, -0.57940, 1.63554], [4.38674, 1.54619, 4.27447], [3.68788, 0.20098, 3.92408], [4.17959, -0.89849, 4.94150], [3.28061, -1.13313, 6.17827], [1.75785, -1.16819, 5.87921], [1.25553, 0.06634, 5.10145], [2.13606, 0.19445, 3.89762], [1.64486, 1.21402, 2.97628], [1.22178, 1.28600, 6.02839], [-0.22747, -0.30775, 4.73530], [4.29566, -0.40905, 2.58048], [3.94891, 1.95089, 5.18695], [4.31671, 2.29191, 3.48257], [5.41520, 1.23306, 4.45424], [5.18259, -0.65580, 5.29250], [4.33076, -1.85734, 4.44565], [3.56382, -0.30685, 6.83031], [3.46335, -2.06170, 6.71907], [1.21984, -1.22157, 6.82567], [1.58929, -2.05224, 5.26428], [2.08590, 1.62932, 6.59719], [0.41298, 0.95451, 6.67958], [0.90218, 2.13322, 5.42162], [-0.16107, -1.22844, 4.15563], [-0.59793, 0.49278, 4.09498], [-0.82769, -0.41679, 5.63860], [3.86026, -1.38691, 2.37474], [5.38188, -0.49294, 2.61498], [4.08374, 0.20897, 1.70800], [-0.13879, -4.08622, 2.06782], [-0.18260, -2.83637, 1.91725], [0.22930, -4.91324, 1.07975], [0.43362, -6.35420, 1.29966], [0.71933, -4.47106, -0.22981], [-0.49463, -4.49322, 3.02696], [1.28185, -6.63702, 1.92306], [0.51336, -6.79758, 0.30711], [-0.24748, -7.03134, 1.81512], [1.78168, -4.28176, -0.07593], [0.59975, -5.27692, -0.95395], [0.14657, -3.57801, -0.47980], [-5.23564, -2.78644, 5.03436], [-6.26442, -3.10409, 5.65857], [-4.23608, -3.62004, 4.80914], [-4.17551, -4.96886, 5.39472], [-3.06148, -3.19915, 4.04078], [-5.15811, -1.82253, 4.50799], [-5.10722, -5.34489, 5.81737], [-3.29364, -4.88288, 6.02955], [-3.94647, -5.65562, 4.57986], [-2.85419, -3.98247, 3.31171], [-3.11621, -2.24854, 3.51027], [-2.16168, -3.05867, 4.63972], [-3.10022, -0.05418, 1.56004], [-1.82310, -0.11695, 1.64144], [-3.77375, 0.28690, 0.43763], [-5.23552, 0.32034, 0.43020], [-3.14219, 0.63480, -0.77215], [-3.86326, -0.10897, 2.35184], [-5.45301, 0.84178, 1.36234], [-5.72088, -0.65285, 0.50379], [-5.64970, 0.94012, -0.36505], [-2.06922, 0.44964, -0.72153], [-3.43757, -0.09892, -1.52216], [-3.34931, 1.69385, -0.92578], [4.97288, 5.53409, -4.95736], [4.54275, 4.01729, -5.11734], [4.61823, 3.17153, -4.01962], [5.23625, 1.60698, -4.15475], [6.60792, 1.46384, -4.72866], [4.86083, 0.87917, -2.75743], [5.79623, 0.65716, -1.75514], [5.10158, -0.41491, -0.91749], [4.05350, 0.84435, -5.06854], [3.88791, -0.56560, -5.18550], [4.96756, -1.13108, -6.14422], [5.96004, 5.33316, -4.54114], [5.17039, 6.06394, -5.88922], [4.29844, 6.05501, -4.27775], [3.55967, 4.11058, -5.57881], [5.14260, 3.48257, -5.85378], [6.79083, 0.45750, -2.15389], [6.01808, 1.52120, -1.12878], [4.05934, -0.22406, -0.66174], [5.10949, -1.32800, -1.51273], [5.69145, -0.74997, -0.06432], [3.83066, -1.04622, -4.20886], [2.91227, -0.82071, -5.59921], [4.84865, -0.79559, -7.17447], [6.01194, -0.93313, -5.90297], [4.87771, -2.20848, -6.28291], [2.09656, -2.57440, -2.72142], [0.87995, -1.66496, -3.02900], [1.44790, -0.35403, -2.96033], [1.02364, 0.62278, -1.71104], [0.42222, -0.14057, -0.53569], [2.36306, 1.49817, -1.33744], [2.35053, 2.54548, -0.39084], [3.26105, 3.70169, -0.88124], [0.00185, 1.67749, -2.52000], [0.65844, 2.32508, -3.59493], [-0.43035, 3.06584, -4.31078], [2.74387, -2.84141, -3.55676], [2.58321, -2.32175, -1.77937], [1.48335, -3.47229, -2.64487], [0.50263, -1.78901, -4.04406], [0.05890, -1.82192, -2.32948], [1.32047, 2.85857, -0.22037], [2.73807, 2.11570, 0.53285], [3.80999, 4.27407, -0.13347], [4.02828, 3.39090, -1.59036], [2.80620, 4.50891, -1.45536], [1.44476, 2.99190, -3.24116], [1.17489, 1.69311, -4.31742], [-1.09912, 3.60885, -3.64297], [-0.00479, 3.89018, -4.88303], [-1.00826, 2.44412, -4.99458], [1.67712, -6.14750, -3.95472], [0.56191, -5.59544, -4.82328], [-0.18099, -4.72499, -4.03514], [-1.51231, -3.97957, -4.68279], [-2.49446, -4.79730, -5.41978], [-2.15776, -3.01594, -3.50976], [-2.78988, -3.81433, -2.49583], [-2.67991, -2.98112, -1.21548], [-0.86303, -2.83937, -5.66731], [-1.47843, -1.59133, -6.02122], [-0.66993, -0.83601, -7.15403], [2.15558, -5.34904, -3.38759], [1.16859, -6.71642, -3.17638], [2.28114, -6.80661, -4.57828], [1.11913, -5.02121, -5.56347], [-0.08625, -6.32133, -5.31427], [-3.86046, -3.72538, -2.68039], [-2.48695, -4.84838, -2.33127], [-2.16262, -3.49307, -0.40405], [-2.15789, -2.09198, -1.56906], [-3.71480, -2.77739, -0.94052], [-2.50359, -1.71986, -6.36852], [-1.48929, -0.92515, -5.15855], [-0.61572, -1.45414, -8.05017], [-0.99315, 0.14737, -7.49546], [0.28236, -0.67364, -6.64917], [-4.74059, 7.36019, 4.60341], [-4.14819, 6.58739, 3.36485], [-5.05091, 5.46289, 3.15784], [-5.04395, 4.29601, 1.99284], [-4.45693, 4.80867, 0.76508], [-4.23016, 3.06559, 2.75404], [-3.34885, 3.27543, 3.89596], [-1.95535, 3.52556, 3.41528], [-6.49248, 3.67131, 1.84907], [-7.21193, 3.89735, 0.60388], [-7.57718, 5.44762, 0.27474], [-4.20289, 8.25971, 4.90315], [-5.75144, 7.76455, 4.55072], [-4.71877, 6.64565, 5.42624], [-4.18423, 7.20698, 2.46880], [-3.13266, 6.19358, 3.40628], [-3.76003, 4.10295, 4.47410], [-3.41026, 2.53948, 4.69766], [-1.22968, 3.73988, 4.19987], [-1.66563, 2.63880, 2.85153], [-1.86238, 4.31427, 2.66870], [-6.65855, 3.39043, -0.18663], [-8.05806, 3.21882, 0.71229], [-6.65739, 6.00124, 0.08610], [-8.27496, 5.64171, -0.53984], [-7.84663, 5.89956, 1.22933]], "forces_ev_per_angstrom": [[0.252, 1.025, 0.668], [-0.694, -0.966, -0.226], [-0.808, -1.484, 0.383], [-0.781, -0.541, 0.538], [-0.411, 0.778, -0.324], [1.418, 0.884, -0.243], [1.713, -0.715, 0.152], [0.452, -0.361, -1.531], [-0.074, -1.409, 0.033], [-1.032, -0.044, -0.519], [1.679, 1.010, -0.811], [-1.198, 1.286, 0.088], [0.126, 0.076, 0.024], [-0.037, -0.119, 0.006], [0.207, 0.597, -0.003], [0.066, 0.237, 0.046], [-0.324, -0.036, -0.346], [-0.526, 0.026, 0.520], [0.648, -0.045, -0.112], [-0.146, -0.267, 0.024], [-0.269, -0.155, 0.055], [0.243, -0.634, -0.105], [0.015, 0.872, 0.694], [-0.202, 0.101, 0.044], [-0.356, -0.131, -0.016], [-0.346, -0.078, 0.013], [0.022, -0.110, -0.052], [-0.034, -0.054, 0.184], [0.080, -0.054, 0.395], [-0.195, 0.258, 0.065], [-0.292, 3.123, -0.893], [0.240, -1.979, 0.286], [-0.539, -2.130, 0.742], [0.402, -0.933, 0.050], [-0.092, 0.445, 1.207], [0.332, -0.507, -0.316], [0.910, 0.687, -0.490], [0.343, -0.098, 0.240], [-1.455, 1.047, 0.006], [0.077, 0.403, -0.575], [-0.183, 0.246, 0.024], [0.418, 0.059, -0.294], [-2.958, -0.520, 0.684], [1.442, 0.754, -0.648], [0.972, -0.001, -0.583], [0.668, 0.695, -1.001], [0.270, -0.440, 0.025], [0.214, 0.086, 0.215], [0.226, 0.741, 0.402], [-0.325, -0.833, 0.623], [0.225, -0.101, -0.086], [0.087, 0.058, -0.169], [-0.754, -0.055, 0.055], [0.021, -0.306, 0.435], [2.749, 1.041, -1.034], [-4.085, -0.161, 0.150], [-0.200, -1.108, 0.860], [0.262, 0.621, 1.648], [1.285, -0.416, -0.629], [0.757, -0.490, 0.683], [-0.677, 0.085, 0.054], [0.152, -0.126, -0.468], [0.338, -0.268, -0.150], [0.099, 0.405, 0.450], [-0.551, 0.647, -0.621], [0.053, -0.115, -0.859], [1.145, -2.633, 1.000], [-0.038, 1.322, -3.234], [0.487, -2.669, 1.995], [-1.946, -0.785, -1.382], [-1.819, 0.560, 1.258], [0.131, 2.142, -2.712], [0.383, -0.206, 2.111], [1.328, -1.383, -0.325], [0.756, 1.937, 0.971], [1.294, -0.676, -0.630], [-0.218, -0.516, -0.216], [0.201, 1.057, 0.604], [-0.591, -0.308, -0.117], [0.254, 0.078, -0.094], [-0.586, -0.869, 0.505], [0.284, 0.860, -0.668], [-0.125, -0.884, -0.197], [-0.647, 0.571, -0.047], [0.326, 0.513, 0.072], [-0.289, -0.126, -0.368], [-0.125, 0.562, 0.364], [0.669, 0.181, 0.160], [-0.193, 0.729, -0.283], [-0.303, 0.590, 0.107], [-0.200, 0.210, 0.498], [-0.145, -0.258, 0.486], [-2.623, -1.339, -0.464], [2.165, -0.061, -0.128], [-0.462, 2.666, 1.822], [-0.127, -0.064, 0.370], [0.836, 1.605, -2.428], [-1.884, -2.600, -2.343], [0.524, 1.345, 0.849], [0.253, 0.398, -0.593], [1.705, -2.337, 2.293], [-0.067, 1.177, -0.974], [-0.131, 1.229, -0.561], [0.231, 0.816, 0.058], [0.017, -0.016, -0.253], [0.648, -0.838, 0.749], [0.114, -0.100, 0.075], [0.195, 0.164, 0.147], [0.059, 0.232, 0.153], [-0.157, 0.166, 0.210], [-0.232, -0.529, 0.646], [0.011, -0.684, 0.175], [-0.867, -0.216, -0.023], [-0.147, 0.189, 0.339], [-0.143, -0.694, 0.312], [-0.101, -0.428, 0.316], [0.235, -0.161, -0.402], [-0.023, -0.082, 0.166], [-1.629, -0.734, 0.551], [1.846, -0.078, -1.009], [-3.252, 2.390, 0.397], [0.048, 1.998, -1.269], [0.929, -0.093, 1.063], [2.018, -2.677, -1.639], [-1.697, 1.340, 1.511], [0.039, -0.503, -0.331], [0.264, -0.744, 0.770], [-0.464, 1.452, -1.082], [0.161, -1.327, 1.286], [0.530, -0.031, -0.669], [0.247, -0.566, 0.105], [0.419, 0.233, 0.410], [-0.511, 0.204, -0.605], [0.189, -0.209, 0.114], [0.075, -0.941, -0.728], [0.360, 0.078, -0.739], [0.066, 0.293, 0.030], [-0.071, 0.255, 0.832], [0.312, 0.447, 0.553], [-0.065, -0.408, 0.213], [-0.084, -0.179, 0.234], [0.406, -0.121, 0.174], [-0.706, -0.088, 0.580], [0.513, -0.097, -0.698], [0.939, -0.720, -0.084], [-1.560, 0.588, -0.446], [-1.032, -1.433, -0.717], [2.164, 0.424, 3.022], [0.216, -0.197, -0.832], [-1.186, 0.633, -0.367], [-0.644, 1.757, 0.513], [0.503, -0.490, -0.730], [0.352, 0.885, 0.137], [-0.665, 0.655, -0.872], [1.509, -1.518, 1.430], [0.723, -0.271, -0.194], [-0.207, -0.652, -0.831], [-0.046, 0.187, 0.213], [-0.042, 0.065, -0.055], [0.003, 0.241, 0.752], [0.083, 0.543, -0.328], [-0.119, -1.121, -0.920], [-0.130, -0.271, 0.124], [0.481, -0.192, 0.236], [-0.423, 0.333, 0.125], [0.412, 0.613, -0.188], [-0.489, 0.641, 0.211], [0.214, -0.384, -0.523], [-0.117, -0.441, 0.300], [-0.860, -0.107, -0.068]]}